[1]
Formula: C30H32Br3FNO19
Source: OMol25
Level of theory: ωB97M-V/def2-TZVPD

ΔE to the lowest compared entry with this formula, charge and spin: 69.54 kcal/mol
Charge: -1
HOMO-LUMO gap: 6.053 eV
Lowest unoccupied orbital energy: 1.44 eV

Atoms and positions in Å:
C  1.74955  0.98718  -1.81545
C  0.95845  1.64734  -0.68283
Br  -0.98151  1.61888  -1.01378
C  1.41001  1.12569  0.70251
Br  0.13105  1.60085  2.12067
C  1.61764  -0.37397  0.74373
C  0.72895  -1.19646  0.06115
C  0.85570  -2.57170  -0.05012
C  -0.17663  -3.34576  -0.88745
O  0.27181  -4.27442  -1.59645
O  -1.34417  -2.92837  -0.80068
C  1.93810  -3.14775  0.60292
C  2.83220  -2.32809  1.30980
C  2.72171  -0.94134  1.40383
C  3.82349  -0.20289  2.16334
C  3.35985  0.77034  3.25915
C  2.66993  0.13305  4.46407
F  2.00678  1.17818  5.14629
C  3.89769  -3.22506  1.85911
O  5.03905  -3.01395  2.14647
N  3.34184  -4.58603  1.90030
Br  2.11669  -4.60083  3.36887
C  2.43498  -4.57353  0.70599
O  2.29088  -5.52417  0.01848
H  2.65228  1.58341  -1.97454
H  2.06357  -0.02812  -1.59161
H  1.18384  1.02414  -2.73600
H  1.18753  2.70907  -0.71020
H  2.36289  1.60595  0.90887
H  -0.10885  -0.75712  -0.46387
H  4.48129  0.27674  1.43262
H  4.42275  -0.96393  2.64009
H  4.25893  1.26528  3.63760
H  2.70544  1.56213  2.90920
H  3.39081  -0.25634  5.16966
H  1.89927  -0.58962  4.19398
C  -5.18992  3.71367  -0.51019
C  -5.28787  5.12950  -1.03245
O  -3.96151  5.37343  -1.51591
C  -3.38793  4.17096  -1.79389
O  -2.35479  4.01880  -2.35115
O  -4.16408  3.15704  -1.33102
H  -6.11565  3.15592  -0.61846
H  -4.86621  3.67284  0.53246
H  -5.98830  5.21890  -1.86072
H  -5.55172  5.84905  -0.26290
C  7.07403  -3.77257  5.93879
C  7.70901  -2.52887  6.52854
O  7.16528  -1.49208  5.71024
C  6.00139  -1.94503  5.17676
O  5.22417  -1.27487  4.58126
O  5.84796  -3.26612  5.41503
H  6.88195  -4.54833  6.67561
H  7.65849  -4.19386  5.11897
H  7.40590  -2.35643  7.56335
H  8.79456  -2.53030  6.47030
C  -10.16716  5.21294  1.18098
C  -8.81064  5.77148  1.55548
O  -7.95391  5.18366  0.57076
C  -8.71617  4.86958  -0.51216
O  -8.28707  4.52615  -1.56345
O  -10.03169  5.00537  -0.22607
H  -10.98591  5.89688  1.38799
H  -10.37099  4.25403  1.66035
H  -8.76198  6.85753  1.46020
H  -8.49195  5.48631  2.55455
C  1.33906  -4.12998  -3.13501
C  0.14663  -4.92311  -3.61166
O  -0.41867  -4.05557  -4.60873
C  0.56144  -3.24338  -5.06191
O  0.44506  -2.51867  -6.00772
O  1.66759  -3.34857  -4.30777
H  2.18109  -4.75103  -2.84286
H  1.08482  -3.46318  -2.30981
H  0.42762  -5.86292  -4.09388
H  -0.56696  -5.12229  -2.81681
C  -1.67317  0.37252  -6.45920
C  -1.43074  -0.56496  -5.29595
O  -0.24801  -0.01986  -4.71829
C  -0.16588  1.27973  -5.05136
O  0.61111  2.02592  -4.54936
O  -1.09363  1.60126  -5.98709
H  -2.72799  0.51234  -6.68351
H  -1.15085  0.05855  -7.36533
H  -2.23639  -0.52485  -4.55913
H  -1.26324  -1.59630  -5.58355

Atom charges from the Löwdin analysis, given in e for atoms 1 to 6:
1 C -0.10
2 C -0.70
3 Br 0.77
4 C -0.63
5 Br 0.73
6 C -0.22

---

[2]
Formula: C30H32ClGeMnN5O2
Source: OMol25
Level of theory: ωB97M-V/def2-TZVPD

ΔE to the lowest compared entry with this formula, charge and spin: 472.63 kcal/mol
Charge: -2
<S²>: 8.903
HOMO-LUMO gap (alpha / beta): 4.496 / 4.761 eV
Multiplicity: 6
Lowest unoccupied orbital energy (alpha / beta): 4.70 / 4.69 eV

Atoms and positions in Å:
Mn  -0.43688  -0.31903  0.47034
O  -0.38869  1.94554  3.89726
C  -0.50511  1.59857  2.73432
N  -1.26529  0.58576  2.21474
C  -2.01619  -0.19153  3.04451
O  -2.40298  0.04222  4.17964
C  -2.45086  -1.51391  2.39586
C  -2.82456  -2.56379  3.22265
C  -3.08851  -3.80156  2.66582
C  -3.04753  -3.92504  1.28451
C  -2.72261  -2.80498  0.53484
N  -2.38426  -1.63601  1.06367
C  0.32657  2.31285  1.66123
C  1.23849  3.28033  2.05302
C  2.06709  3.85207  1.10619
C  1.95179  3.42491  -0.20767
C  1.00469  2.46433  -0.51304
N  0.18920  1.91708  0.38619
H  -2.85938  -2.37613  4.28710
H  -3.31961  -4.65745  3.28921
H  -3.26197  -4.86511  0.79246
H  -2.71436  -2.84163  -0.55105
H  1.27379  3.54754  3.09972
H  2.80000  4.59901  1.38360
H  2.58424  3.82989  -0.98662
H  0.87756  2.10546  -1.52706
C  0.37981  -3.00870  -4.03650
C  1.02704  -1.78628  -4.07313
C  1.40150  -1.14358  -2.90339
C  1.10979  -1.68483  -1.65627
C  0.49176  -2.96818  -1.62937
C  0.13235  -3.60570  -2.80582
H  0.08559  -3.50311  -4.95542
H  1.26091  -1.33196  -5.02977
H  1.93641  -0.20203  -2.91999
H  0.33665  -3.47443  -0.69103
H  -0.34116  -4.58077  -2.76423
N  1.80660  -0.70417  1.90914
C  1.62950  -1.09740  -0.29502
N  2.62468  -0.12325  -0.48938
C  3.25709  0.44621  0.78695
C  4.31128  1.31062  0.75523
C  4.82540  1.87367  1.96764
C  4.31779  1.60638  3.20973
C  3.21273  0.71857  3.39922
C  2.69156  0.15255  2.28066
H  2.16564  -2.72045  0.98721
H  0.62612  -2.40738  0.30429
H  4.73501  1.59344  -0.20699
H  5.65421  2.57312  1.89438
H  4.75792  2.09215  4.07419
H  2.77408  0.51524  4.36880
C  -2.68344  3.27434  -1.52628
Ge  -2.13473  1.58853  -2.39697
C  -3.60784  1.00730  -3.62605
C  -0.69245  1.97988  -3.70635
C  -1.97352  0.19928  -1.07364
H  -2.84499  4.09374  -2.23043
H  -1.90252  3.55279  -0.81606
H  -3.59965  3.10238  -0.95850
H  -3.89554  1.77538  -4.35346
H  -4.49103  0.71602  -3.05430
H  -3.25021  0.13401  -4.17778
H  -1.12298  2.09289  -4.70330
H  0.02260  1.15628  -3.72774
H  -0.15824  2.89750  -3.45116
H  -2.05086  -0.73650  -1.66009
H  -2.93223  0.28603  -0.54340
Cl  1.11364  -1.60254  1.05985
C  0.27235  -2.45895  2.08581
H  0.41391  -2.24491  3.15372
H  -0.31713  -3.36258  2.24353

Atom charges from the Löwdin analysis, given in e for atoms 1 to 6:
1 Mn 0.69
2 O 0.05
3 C -0.43
4 N 0.07
5 C -0.44
6 O 0.05

---

[3]
Formula: C30H32ClN3SScSi2
Source: OMol25
Level of theory: ωB97M-V/def2-TZVPD

ΔE to the lowest compared entry with this formula, charge and spin: 72.60 kcal/mol
Charge: +1
HOMO-LUMO gap (alpha / beta): 5.256 / 5.252 eV
Lowest unoccupied orbital energy (alpha / beta): -4.24 / -4.24 eV

Atoms and positions in Å:
C  3.85417  1.11847  2.90978
C  3.84698  1.13312  1.47170
C  2.84742  2.06081  1.04021
H  4.55764  0.59203  0.83940
C  2.18727  2.57470  2.21880
C  2.83388  2.00276  3.35598
H  2.72967  2.33647  4.39363
H  4.61736  0.66639  3.55384
H  2.64185  2.37200  0.00645
H  1.41267  3.34605  2.23528
Sc  1.49236  0.29518  1.83807
Si  -0.08489  1.12982  -0.96994
C  -0.43887  0.01021  -2.46582
C  -1.75566  -0.41985  -2.79431
H  -2.62665  -0.05916  -2.23564
C  -1.99122  -1.08383  -4.01562
H  -3.00458  -1.42699  -4.23550
C  -0.94998  -1.33702  -4.89318
H  -1.12758  -1.89690  -5.81353
C  0.34292  -0.89641  -4.57889
H  1.17189  -1.08856  -5.25678
C  0.58488  -0.22499  -3.37119
H  1.59591  0.12763  -3.15079
C  -1.36821  2.44613  -1.44305
C  -1.29458  2.98573  -2.74497
H  -0.36463  2.89781  -3.31142
C  -2.41742  3.54297  -3.36204
H  -2.37671  3.87522  -4.40303
C  -3.62315  3.64366  -2.65552
H  -4.51903  3.98985  -3.17415
C  -3.64937  3.29039  -1.30112
H  -4.57427  3.41610  -0.73003
C  -2.50644  2.75030  -0.68693
H  -2.53058  2.52959  0.38107
H  1.28987  1.64452  -1.14036
Si  -2.01764  -2.08265  -0.82731
C  -1.92701  -0.66214  0.40254
C  -0.66066  0.20985  0.53057
H  0.17030  -0.53573  0.57668
C  -0.64564  1.25566  1.59860
H  -0.10975  2.20781  1.34194
C  -1.73505  1.41582  2.47623
H  -1.78408  2.30687  3.13468
C  -2.81668  0.54195  2.36846
H  -3.65885  0.70612  3.03013
C  -2.89604  -0.45761  1.36998
H  -3.81448  -1.06853  1.34870
C  -0.44362  -2.95349  -1.35498
C  0.84500  -2.78811  -0.80764
H  0.95627  -2.39731  0.20621
C  1.99025  -3.10787  -1.54341
H  2.97653  -2.87041  -1.13340
C  1.88185  -3.71906  -2.79109
H  2.76984  -3.92512  -3.40162
C  0.61038  -4.08320  -3.25275
H  0.51746  -4.60282  -4.20520
C  -0.53699  -3.73656  -2.52719
H  -1.52447  -4.00193  -2.91136
H  -2.88524  -3.05472  -0.31453
Cl  0.32006  -1.94807  2.37056
N  0.79295  0.42978  4.08944
N  1.55905  -0.33178  5.01146
C  2.43986  -1.27746  4.63247
N  2.72298  -2.12871  5.64481
S  3.19571  -1.42851  3.11004
H  -0.14217  -0.00415  3.99420
H  0.61675  1.35377  4.51430
H  1.13209  -0.45209  5.93889
H  3.22947  -2.97734  5.43708
H  2.06866  -2.17647  6.43212

Atom charges from the Löwdin analysis, given in e for atoms 1 to 6:
1 C -0.25
2 C -0.19
3 C -0.23
4 H 0.12
5 C -0.20
6 C -0.16